Here is a molecular structure, C19H18ClN4O7Pt at a distorted geometry from the Open Molecules 2025 dataset. Energies are from ωB97M-V with the def2-TZVPD basis set.

XYZ file:
```
50
Properties=species:S:1:pos:R:3:mulliken_charge:R:1
Pt -1.181 -2.607 -1.934 1.04
N -4.496 -2.729 0.431 -0.42
C -3.263 -2.755 -0.113 0.76
O -3.124 -3.105 -1.293 -0.70
C -2.091 -2.357 0.735 -0.72
C -0.795 -2.771 0.021 -1.06
H -5.291 -2.850 -0.174 0.25
H -4.636 -2.400 1.367 0.19
H -2.193 -2.792 1.737 0.42
H -2.122 -1.268 0.838 0.29
H -0.562 -3.813 0.252 0.58
H 0.038 -2.152 0.361 0.21
C 0.795 0.437 5.203 -0.86
O 1.946 0.135 4.445 -0.43
C 2.271 1.003 3.439 0.86
C 3.252 0.579 2.550 -0.79
C 3.575 1.351 1.450 0.21
C 2.931 2.570 1.217 -0.12
C 2.012 3.016 2.147 -0.41
C 1.679 2.245 3.259 -0.49
N 3.128 3.363 0.020 -0.96
N 2.229 3.180 -0.880 -0.15
C 1.852 1.930 -1.290 -0.21
C 2.753 0.876 -1.435 -0.42
C 2.343 -0.384 -1.823 -0.81
C 0.990 -0.730 -1.975 0.79
O 0.697 -1.956 -2.232 -0.94
C 0.015 0.350 -1.778 0.35
N -1.302 0.043 -1.770 -0.40
C -2.189 0.988 -1.605 -0.43
C -1.843 2.340 -1.419 -0.72
C -0.519 2.668 -1.375 -0.60
C 0.460 1.668 -1.544 0.66
H 0.594 -0.441 5.812 0.24
H -0.067 0.634 4.560 0.36
H 0.956 1.297 5.860 0.32
H 3.723 -0.383 2.715 0.40
H 4.300 0.991 0.735 0.31
H 1.515 3.964 1.978 0.40
H 0.938 2.618 3.952 0.38
H 3.802 1.076 -1.255 0.82
H 3.065 -1.177 -1.977 0.43
H -3.231 0.677 -1.599 0.45
H -2.614 3.089 -1.289 0.40
H -0.193 3.686 -1.196 0.47
O -0.867 -1.191 -4.746 -0.60
Cl -2.024 -2.000 -5.041 1.78
O -1.904 -2.606 -6.343 -0.69
O -3.228 -1.207 -4.961 -0.65
O -2.123 -3.103 -4.034 -0.80
```

The net charge is -1. The value obtained for the calculated total energy is -2059.76767 a.u.

---

Here is 5 unconnected molecules or ions with the total composition C12H36N2O7 at a distorted geometry from the Open Molecules 2025 dataset. Energies are from ωB97M-V with the def2-TZVPD basis set.

XYZ file:
```
57
Properties=species:S:1:pos:R:3:mulliken_charge:R:1
C -1.366 -1.107 6.946 -0.81
O -0.557 -0.403 5.962 -0.29
C -1.098 0.893 5.802 -0.59
C -0.214 1.599 4.752 -0.80
N -0.216 0.847 3.472 -0.13
C -0.078 1.635 2.290 -1.02
C 0.581 0.905 1.161 0.10
O 1.757 0.373 1.765 -0.46
C 2.310 -0.609 0.864 -0.56
H -1.002 -2.127 6.859 0.25
H -2.446 -1.038 6.722 0.31
H -1.131 -0.633 7.890 0.35
H -1.158 1.370 6.793 0.47
H -2.145 0.767 5.441 0.31
H 0.837 1.741 5.135 0.29
H -0.702 2.546 4.591 0.45
H 0.554 0.160 3.368 0.30
H 0.498 2.528 2.479 0.47
H -1.039 1.919 1.907 0.34
H 0.888 1.595 0.324 0.22
H -0.047 0.087 0.730 0.12
H 2.376 -0.142 -0.114 0.18
H 1.718 -1.527 0.846 0.29
H 3.358 -0.836 1.367 0.23
C 1.211 -1.986 -5.488 -0.80
O 1.770 -1.127 -4.526 -0.18
C 2.024 0.151 -4.975 -0.42
C 2.398 1.027 -3.782 -1.10
N 1.372 1.195 -2.762 0.02
C 0.200 1.872 -3.277 -0.39
C -1.115 1.446 -2.621 -0.48
O -1.250 0.075 -3.063 -0.03
C -2.545 -0.447 -2.988 -0.90
H 1.508 -2.998 -5.181 0.24
H 1.716 -1.804 -6.477 0.37
H 0.128 -1.807 -5.561 0.26
H 1.159 0.574 -5.538 0.45
H 2.885 0.116 -5.717 0.39
H 2.778 1.994 -4.055 0.41
H 3.192 0.490 -3.266 0.38
H 1.191 0.329 -2.308 0.07
H 0.051 1.476 -4.368 0.08
H 0.481 2.978 -3.299 0.31
H -1.993 1.992 -3.032 0.50
H -1.124 1.385 -1.506 0.05
H -3.228 0.127 -3.646 0.33
H -2.883 -0.437 -1.962 0.31
H -2.547 -1.478 -3.438 0.22
O 1.097 -1.955 -1.804 -0.63
H 1.370 -2.107 -2.705 0.32
H 0.271 -1.474 -1.960 0.23
O -1.974 -1.242 3.183 -0.71
H -1.551 -1.948 3.672 0.25
H -1.453 -0.393 3.327 0.47
O -2.332 -2.080 0.167 -0.59
H -1.851 -2.842 0.589 0.29
H -2.635 -1.646 1.016 0.30
```

The SMILES is COCCNCCOC.COCCNCCOC.O.O.O. The value obtained for the calculated total energy is -1114.87621 a.u.

---

Here is a molecular structure, C27H30N5PtS at a distorted geometry from the Open Molecules 2025 dataset. Energies are from ωB97M-V with the def2-TZVPD basis set.

XYZ file:
```
64
Properties=species:S:1:pos:R:3:mulliken_charge:R:1
Pt -0.856 0.074 -0.166 1.93
N -0.567 0.190 2.096 -0.75
C -1.346 -0.681 2.974 -0.53
C -1.135 -2.157 2.643 -0.59
C -1.812 -2.651 1.364 -0.72
N -1.114 -2.244 0.138 -0.72
H 0.429 -0.002 2.198 0.32
H -0.719 1.163 2.354 0.20
H -2.402 -0.419 2.867 0.24
H -1.061 -0.525 4.023 0.43
H -1.532 -2.744 3.471 0.41
H -0.063 -2.360 2.596 0.23
H -2.832 -2.263 1.315 0.38
H -1.861 -3.746 1.424 0.42
H -1.644 -2.586 -0.662 0.27
H -0.192 -2.672 0.102 0.06
C -0.160 4.827 -2.930 -0.34
C 0.674 3.797 -2.510 -0.97
C 0.248 2.906 -1.552 -0.12
C -1.032 3.030 -0.979 0.34
C -1.851 4.102 -1.389 -0.22
C -1.415 4.981 -2.352 -0.78
N -1.460 2.090 -0.101 -0.47
C -2.484 2.348 0.773 -0.17
C -2.581 3.567 1.467 -0.01
C -3.649 3.806 2.304 -0.70
C -4.640 2.848 2.471 -0.55
C -4.529 1.621 1.831 -0.77
C -3.457 1.361 1.004 -0.27
H 0.163 5.507 -3.699 0.45
H 1.663 3.694 -2.933 0.45
H 0.886 2.110 -1.191 0.35
H -2.844 4.198 -0.977 0.50
H -2.064 5.786 -2.662 0.40
H -1.805 4.306 1.330 0.59
H -3.721 4.746 2.828 0.42
H -5.498 3.053 3.093 0.40
H -5.296 0.874 1.969 0.44
H -3.370 0.425 0.458 0.61
S 1.875 -0.292 -0.145 -0.40
C 2.152 -1.697 -1.010 0.44
N 2.275 -1.634 -2.373 -0.07
C 2.549 -2.706 -3.147 -0.32
C 2.718 -3.937 -2.590 -0.71
C 2.630 -4.063 -1.186 -0.19
C 2.353 -2.969 -0.419 -0.77
H 2.175 -0.714 -2.789 0.30
H 2.634 -2.530 -4.209 0.49
H 2.938 -4.793 -3.204 0.43
H 2.801 -5.026 -0.728 0.44
H 2.308 -3.029 0.657 0.46
N -1.279 -0.116 -2.200 -0.96
C -0.725 -0.005 -3.220 0.68
C -0.246 0.038 -4.527 0.17
C -0.158 -1.163 -5.255 -0.45
C 0.145 -1.130 -6.599 -0.70
C 0.380 0.081 -7.237 -0.38
C 0.346 1.264 -6.510 -0.64
C 0.038 1.256 -5.165 -0.25
H -0.362 -2.097 -4.752 0.53
H 0.184 -2.049 -7.165 0.42
H 0.586 0.101 -8.297 0.41
H 0.555 2.198 -7.007 0.43
H -0.005 2.172 -4.594 0.47
```

The net charge is +1. As for the multiplicity: 3. The value obtained for the calculated total energy is -1837.91055 a.u.

---

Here is a gas-phase ion, FHN5 (charge +1) at a distorted geometry from the Open Molecules 2025 dataset. Energies are from ωB97M-V with the def2-TZVPD basis set.

XYZ file:
```
7
Properties=species:S:1:pos:R:3:mulliken_charge:R:1
N 1.324 -0.868 0.007 0.70
N 0.150 -1.275 -0.086 -0.43
N 2.020 0.019 -0.020 -0.04
N -0.641 -0.209 0.062 0.59
N -0.134 0.978 0.064 -0.15
F -1.009 1.918 -0.061 -0.04
H -1.710 -0.564 0.035 0.37
```

The net charge is +1. The value obtained for the calculated total energy is -373.69710 a.u.

---

Here is 8 unconnected molecules or ions with the total composition C32H57FO19S9 at a distorted geometry from the Open Molecules 2025 dataset. Energies are from ωB97M-V with the def2-TZVPD basis set.

XYZ file:
```
118
Properties=species:S:1:pos:R:3:mulliken_charge:R:1
O -2.234 -1.441 -2.211 -0.50
C -3.189 -2.003 -2.653 0.48
O -3.244 -3.297 -3.069 -0.25
C -4.558 -3.716 -2.865 0.45
O -4.854 -4.848 -2.663 -0.51
C -5.373 -2.484 -2.876 0.29
S -7.127 -2.394 -3.004 1.16
O -7.637 -1.480 -2.064 -0.49
O -7.507 -2.292 -4.356 -0.54
F -7.474 -3.796 -2.486 -0.18
C -4.586 -1.420 -2.772 0.11
S -4.999 0.249 -2.807 -0.30
H -4.459 0.724 -1.634 0.39
O -3.077 -4.323 0.193 -0.57
S -3.262 -5.636 0.769 1.11
O -4.450 -5.959 1.517 -0.71
C -3.012 -6.856 -0.515 -0.65
C -1.515 -7.146 -0.465 -0.36
C -1.151 -7.247 1.021 -0.36
C -1.805 -6.056 1.732 -0.75
H -3.352 -6.452 -1.466 0.32
H -3.597 -7.736 -0.250 0.36
H -1.269 -8.060 -1.005 0.43
H -0.963 -6.323 -0.926 0.04
H -1.545 -8.182 1.428 0.32
H -0.076 -7.250 1.173 0.14
H -2.111 -6.296 2.746 0.36
H -1.152 -5.185 1.738 0.38
O 4.254 -6.039 0.576 -0.66
S 3.143 -6.685 -0.069 1.13
O 2.031 -7.196 0.702 -0.70
C 2.527 -5.623 -1.369 -0.52
C 3.340 -6.021 -2.597 0.00
C 3.405 -7.554 -2.579 -0.79
C 3.769 -7.979 -1.149 -0.74
H 2.658 -4.583 -1.077 0.47
H 1.469 -5.847 -1.503 0.08
H 2.883 -5.646 -3.512 0.44
H 4.347 -5.606 -2.523 -0.18
H 2.430 -7.967 -2.848 0.35
H 4.131 -7.936 -3.295 0.35
H 3.308 -8.923 -0.869 0.42
H 4.845 -8.033 -1.003 0.36
O -4.657 1.789 -0.247 -0.76
S -4.304 2.693 0.834 1.10
O -2.967 2.702 1.368 -0.60
C -4.783 4.349 0.366 -0.80
C -6.221 4.476 0.859 -0.73
C -6.238 3.836 2.253 0.07
C -5.495 2.498 2.157 -0.87
H -4.676 4.468 -0.710 0.48
H -4.119 5.036 0.889 0.35
H -6.538 5.517 0.885 0.39
H -6.895 3.936 0.190 0.33
H -5.718 4.485 2.959 -0.21
H -7.255 3.689 2.616 0.41
H -4.961 2.254 3.072 0.36
H -6.161 1.680 1.886 0.44
O 2.301 3.481 2.778 -0.71
S 1.971 3.018 1.453 1.14
O 2.301 3.805 0.288 -0.62
C 2.614 1.360 1.249 -0.74
C 1.485 0.459 1.739 -0.68
C 0.193 1.054 1.161 -0.53
C 0.235 2.566 1.408 -0.57
H 3.536 1.258 1.818 0.41
H 2.810 1.211 0.188 0.36
H 1.633 -0.572 1.422 0.37
H 1.444 0.474 2.830 0.30
H 0.149 0.856 0.088 0.29
H -0.694 0.612 1.610 0.28
H -0.257 3.124 0.618 0.31
H -0.202 2.829 2.369 0.34
O 6.808 6.181 -3.540 -0.65
S 5.554 6.885 -3.447 1.15
O 5.408 8.220 -3.970 -0.67
C 4.264 5.838 -4.114 -0.72
C 3.786 5.020 -2.917 -0.58
C 3.695 6.005 -1.745 -0.34
C 4.987 6.834 -1.743 -0.68
H 4.671 5.236 -4.923 0.40
H 3.476 6.489 -4.490 0.35
H 2.829 4.542 -3.118 0.35
H 4.512 4.238 -2.687 0.29
H 2.835 6.662 -1.889 0.29
H 3.556 5.489 -0.800 0.13
H 4.825 7.851 -1.398 0.35
H 5.768 6.362 -1.151 0.38
O 6.207 -4.771 -2.055 -0.72
S 6.185 -3.352 -2.308 1.26
O 5.000 -2.568 -2.071 -0.72
C 7.578 -2.609 -1.468 -0.78
C 8.714 -2.685 -2.484 -0.54
C 8.098 -2.287 -3.832 -0.62
C 6.779 -3.058 -3.979 -0.71
H 7.775 -3.153 -0.548 0.40
H 7.313 -1.576 -1.245 0.37
H 9.539 -2.032 -2.207 0.35
H 9.096 -3.707 -2.538 0.29
H 7.900 -1.214 -3.840 0.30
H 8.770 -2.501 -4.662 0.32
H 6.028 -2.493 -4.523 0.40
H 6.928 -4.027 -4.451 0.36
O -4.276 5.387 4.220 -0.69
S -4.587 5.372 5.631 1.21
O -5.001 4.156 6.281 -0.75
C -3.222 6.102 6.525 -0.75
C -3.552 7.591 6.565 -0.54
C -5.051 7.680 6.884 -0.63
C -5.774 6.678 5.973 -0.68
H -2.291 5.873 6.012 0.40
H -3.217 5.668 7.524 0.35
H -2.949 8.112 7.305 0.35
H -3.353 8.043 5.591 0.28
H -5.218 7.415 7.929 0.30
H -5.436 8.688 6.738 0.32
H -6.647 6.240 6.448 0.40
H -6.055 7.126 5.022 0.35
```

The SMILES is O=C1OC(=O)C(S(=O)(=O)F)=C1S.O=S1(=O)CCCC1.O=S1(=O)CCCC1.O=S1(=O)CCCC1.O=S1(=O)CCCC1.O=S1(=O)CCCC1.O=S1(=O)CCCC1.O=S1(=O)CCCC1. The value obtained for the calculated total energy is -6366.54850 a.u.

---

Here is a molecular structure, C26H25BClN10O2Ru from the Open Molecules 2025 dataset. Energies are from ωB97M-V with the def2-TZVPD basis set.

XYZ file:
```
66
Properties=species:S:1:pos:R:3:mulliken_charge:R:1
Ru 0.085 -0.605 -0.045 -0.92
C -0.809 2.802 2.489 -1.53
C 0.094 2.045 1.752 -0.15
N -0.565 1.153 1.010 0.28
N -1.882 1.321 1.250 0.35
C -2.048 2.302 2.150 -0.07
B -2.928 0.402 0.569 0.55
N -2.701 -1.006 1.148 0.08
C -3.488 -1.894 1.776 0.04
C -2.699 -2.937 2.219 -1.39
C -1.409 -2.609 1.818 -0.43
N -1.415 -1.437 1.181 0.76
N -2.545 0.417 -0.941 0.29
C -3.299 0.754 -1.995 -0.10
C -2.476 0.901 -3.096 -1.44
C -1.199 0.631 -2.623 -0.22
N -1.254 0.340 -1.323 0.83
N -4.318 0.952 0.727 0.31
C -4.717 2.231 0.471 -0.36
C -6.084 2.261 0.511 -0.95
C -6.452 0.929 0.788 -0.29
N -5.397 0.148 0.904 -1.04
H -0.586 3.600 3.174 0.45
H 1.167 2.099 1.738 0.57
H -3.034 2.577 2.484 0.62
H -4.542 -1.704 1.858 0.55
H -3.014 -3.809 2.763 0.46
H -0.493 -3.160 1.940 0.56
H -4.362 0.888 -1.885 0.46
H -2.760 1.172 -4.096 0.44
H -0.265 0.636 -3.152 0.50
H -4.004 3.013 0.268 0.60
H -6.724 3.113 0.367 0.45
H -7.440 0.514 0.907 0.47
C 2.566 0.858 -1.419 -1.81
N 1.522 -0.162 -1.504 0.66
C 1.509 -0.990 -2.499 -0.43
C 0.529 -2.008 -2.483 0.08
C 0.124 -3.018 -3.338 -1.06
C -0.935 -3.680 -2.693 -0.96
C -1.131 -3.062 -1.469 -0.48
N -0.237 -2.054 -1.330 1.20
C 3.965 0.298 -1.259 1.04
C 5.048 1.127 -1.530 -0.77
C 6.346 0.677 -1.344 -0.57
C 6.578 -0.614 -0.891 -0.52
C 5.504 -1.453 -0.636 -0.80
C 4.204 -1.000 -0.819 -0.29
H 2.326 1.487 -0.561 0.33
H 2.525 1.500 -2.303 0.62
H 2.232 -0.899 -3.306 0.47
H 0.549 -3.251 -4.301 0.54
H -1.495 -4.520 -3.068 0.47
H -1.854 -3.290 -0.702 0.44
H 4.876 2.135 -1.889 0.43
H 7.178 1.334 -1.561 0.41
H 7.591 -0.968 -0.752 0.41
H 5.678 -2.470 -0.308 0.45
H 3.379 -1.683 -0.652 0.52
Cl 3.116 -0.224 3.758 -0.16
C 3.015 -1.471 2.510 -0.43
C 1.924 -1.177 1.532 0.66
O 1.253 -2.078 0.965 -0.46
O 1.624 0.000 1.175 -0.24
H 2.834 -2.440 2.967 0.42
H 3.960 -1.500 1.965 0.10
```

The net charge is +1. The value obtained for the calculated total energy is -2283.68257 a.u.